Entry 1:
H28O14 | wB97M-V/def2-TZVPD

Each atom is followed by the atoms it is bonded to, with distances in Å.
Atoms and positions in Å:
1 H -0.10 -0.03 -0.80  O29 0.964
2 H 0.39 -0.87 0.36  O29 0.964
3 H -3.66 4.33 -2.24  O30 0.964
4 H -2.90 3.46 -1.25  O30 0.964
5 H 1.16 -0.95 -2.46  O31 0.964
6 H 0.80 -2.29 -1.84  O31 0.964
7 H -0.51 -4.08 -3.25  O32 0.964
8 H 0.15 -2.82 -3.80  O32 0.964
9 H -1.73 -0.04 -1.62  O33 0.964
10 H -2.98 0.69 -1.17  O33 0.964
11 H 1.46 -1.36 1.94  O34 0.964
12 H 2.49 -0.86 2.94  O34 0.964
13 H 2.51 3.49 0.23  O35 0.964
14 H 2.31 2.66 -1.02  O35 0.964
15 H 4.45 -0.77 -0.18  O36 0.964
16 H 5.95 -0.55 -0.06  O36 0.964
17 H 1.38 1.06 -2.90  O37 0.964
18 H 1.28 0.93 -1.39  O37 0.964
19 H -1.97 -1.91 -0.30  O38 0.964
20 H -3.21 -1.11 -0.66  O38 0.964
21 H -0.28 -1.28 2.58  O39 0.964
22 H -0.25 -2.19 1.35  O39 0.964
23 H -1.96 1.76 1.05  O40 0.964
24 H -1.33 3.14 1.14  O40 0.964
25 H -3.62 -2.02 1.81  O41 0.964
26 H -3.83 -1.71 3.29  O41 0.964
27 H 0.58 1.85 3.47  O42 0.964
28 H 2.06 1.51 3.38  O42 0.964
29 O -0.35 -0.32 0.08  H1 0.964, H2 0.964
30 O -2.76 4.09 -1.97  H3 0.964, H4 0.964
31 O 1.16 -1.42 -1.62  H5 0.964, H6 0.964
32 O -0.07 -3.26 -2.98  H7 0.964, H8 0.964
33 O -2.03 0.69 -1.07  H9 0.964, H10 0.964
34 O 2.04 -1.66 2.65  H11 0.964, H12 0.964
35 O 2.70 2.62 -0.14  H13 0.964, H14 0.964
36 O 5.26 -0.77 -0.70  H15 0.964, H16 0.964
37 O 1.70 1.45 -2.08  H17 0.964, H18 0.964
38 O -2.81 -1.98 -0.76  H19 0.964, H20 0.964
39 O -0.44 -2.19 2.30  H21 0.964, H22 0.964
40 O -1.36 2.29 1.59  H23 0.964, H24 0.964
41 O -3.14 -1.83 2.62  H25 0.964, H26 0.964
42 O 1.46 2.25 3.52  H27 0.964, H28 0.964

The value obtained for the HOMO energy is -10.627 eV. The calculation puts the LUMO energy at -0.50 eV. For the gap between HOMO and LUMO, the calculation gives 10.1 eV. For the molecular weight, the calculation gives 252.2 g/mol. As for the relative energy (zero: lowest compared OMol25 entry of this formula, charge and spin): 426.2 kJ/mol. The largest force on an atom is 0.033 Eh/bohr.

---

Entry 2:
H28O14 | wB97M-V/def2-TZVPD

Each atom is followed by the atoms it is bonded to, with distances in Å.
Atoms and positions in Å:
1 O 0.93 -5.22 -1.10  H2 1.002, H3 0.965
2 H 1.78 -5.11 -0.58  O1 1.002
3 H 0.70 -4.40 -1.55  O1 0.965
4 O -2.19 3.14 1.57  H5 0.947, H6 1.040
5 H -2.55 2.90 0.72  O4 0.947
6 H -1.37 3.67 1.21  O4 1.040
7 O -1.14 0.42 1.21  H8 0.971, H9 0.977
8 H -0.18 0.33 1.14  O7 0.971
9 H -1.34 1.36 1.37  O7 0.977
10 O -2.26 -2.17 -1.47  H11 0.927, H12 0.985
11 H -2.65 -2.91 -1.88  O10 0.927
12 H -2.37 -2.13 -0.49  O10 0.985
13 O 2.34 -0.92 1.65  H14 0.955, H15 0.985
14 H 1.89 -0.94 2.49  O13 0.955
15 H 3.00 -1.63 1.80  O13 0.985
16 O -0.05 3.74 -0.20  H17 0.934, H18 1.025
17 H 0.46 3.65 0.57  O16 0.934
18 H 0.36 3.34 -1.05  O16 1.025
19 O 2.24 0.72 -3.91  H20 0.937, H21 1.022
20 H 2.85 0.32 -4.49  O19 0.937
21 H 1.67 1.32 -4.51  O19 1.022
22 O 1.69 1.23 0.74  H23 1.033, H24 0.957
23 H 1.77 0.58 -0.06  O22 1.033
24 H 2.40 0.98 1.33  O22 0.957
25 O -1.63 0.51 -1.57  H26 0.923, H27 1.003
26 H -2.09 -0.15 -2.00  O25 0.923
27 H -1.50 0.32 -0.59  O25 1.003
28 O -1.25 -1.20 3.35  H29 0.894, H30 0.911
29 H -1.42 -0.84 2.55  O28 0.894
30 H -1.93 -0.94 3.91  O28 0.911
31 O 2.35 -2.54 -0.47  H32 0.995, H33 0.982
32 H 2.18 -2.00 -1.29  O31 0.995
33 H 1.98 -1.79 0.05  O31 0.982
34 O 1.11 -0.50 4.00  H35 0.983, H36 0.958
35 H 0.51 0.04 3.44  O34 0.983
36 H 0.67 -1.35 4.05  O34 0.958
37 O -3.38 2.84 -1.29  H38 0.976, H39 1.009
38 H -2.73 2.13 -1.12  O37 0.976
39 H -2.91 3.53 -1.87  O37 1.009
40 O 0.86 -0.31 -1.67  H41 0.908, H42 0.912
41 H 1.26 0.21 -2.29  O40 0.908
42 H -0.04 -0.24 -1.67  O40 0.912

The value obtained for the HOMO energy is -10.651 eV. The calculation puts the LUMO energy at -0.04 eV. For the gap between HOMO and LUMO, the calculation gives 10.6 eV. For the molecular weight, the calculation gives 252.2 g/mol. As for the relative energy (zero: lowest compared OMol25 entry of this formula, charge and spin): 228.2 kJ/mol. The largest force on an atom is 0.095 Eh/bohr.